{
  "formula": "C4H6",
  "method": "ωB97M-V/def2-TZVPD",
  "species": ["C", "H", "H", "H", "C", "C", "H", "H", "H", "C"],
  "xyz": [[-0.67300, 1.21011, 0.08047], [3.10139, -1.08889, 0.17038], [-2.49595, 0.16088, -0.42598], [-0.15704, -1.55225, 0.20540], [0.79909, -1.32098, 0.27249], [2.03337, -1.26385, 0.44022], [-0.14515, 2.05031, -0.31508], [-2.04263, 1.64130, -1.55213], [-0.50088, 0.65791, 1.09160], [-1.78608, 1.06317, -0.65554]],
  "forces_ev_per_a": [[-1.968, -0.187, 0.642], [-1.501, -0.287, 0.870], [1.072, 1.933, -0.421], [-3.826, -0.718, -0.197], [8.382, 0.390, 1.085], [-2.859, 0.295, -1.797], [1.328, 0.311, 0.732], [0.372, -0.191, 0.473], [-0.022, 1.278, -2.317], [-0.977, -2.825, 0.930]],
  "e_above_lowest_kj_mol": 283.4,
  "smiles": "C#C.C=C",
  "total_energy_ev": -4241.023,
  "homo_ev": -9.844,
  "lumo_energy_ev": 1.19
}